No. 1
33
Properties=species:S:1:pos:R:3:forces:R:3 method="wB97M-V/def2-TZVPD" total_energy_ha=-4117.80669 total_charge=+1 gap_ev="7.12 / 6.09" spin_multiplicity=2 fmax_ev_per_a=8.61 lumo_energy_ev="-5.28 / -6.31"
Sr 0.00000 0.00000 0.00000 -1.0423 -0.7458 0.2623
Br 7.34070 -0.00010 -3.71180 -0.2446 0.0000 0.2223
C 5.92010 -0.00010 -2.46610 0.0228 0.0000 0.0040
C 4.60540 -0.00010 -2.91490 -0.5626 -0.0001 0.2829
C 3.56370 -0.00010 -1.98310 0.3583 0.0029 -0.0652
C 3.80840 -0.00010 -0.60200 0.6841 0.0015 -0.8154
C 5.14090 0.00000 -0.17440 0.3965 0.0012 -0.2588
C 6.19340 0.00000 -1.10080 -0.5234 -0.0006 0.4943
N 2.66630 0.00000 0.21260 -2.3430 -0.0050 3.3250
C 2.68410 -0.00010 1.53520 0.4374 0.0014 -0.9393
C 1.60640 0.00000 2.71350 -0.1982 0.0023 -0.2606
C 2.21170 0.00000 3.97540 -0.1656 0.0007 -0.2223
C 1.42590 0.00000 5.13070 -0.2208 -0.0003 -0.0879
C 0.04220 0.00000 5.02380 0.5937 0.0013 0.2632
C -0.51420 0.00000 3.76020 0.0619 -0.0008 -1.1683
N 0.21260 0.00000 2.62430 2.0123 0.0017 -0.6305
H 4.37390 -0.00010 -3.97610 0.1184 -0.0006 0.1807
H 2.53330 -0.00010 -2.33390 0.1628 -0.0022 -0.0322
H 5.40210 0.00010 0.87680 -0.0191 -0.0008 -0.0414
H 7.21970 0.00000 -0.74340 -0.2038 0.0000 -0.0998
H 3.68700 -0.00030 1.99220 -0.5274 0.0003 0.0889
H 3.29150 0.00000 4.08840 -0.1442 -0.0004 -0.1696
H 1.89670 0.00000 6.11060 -0.0336 -0.0003 -0.2066
H -0.58880 0.00010 5.90580 0.0358 -0.0006 -0.1670
H -1.59150 0.00010 3.61990 0.1137 0.0015 -0.0128
F -2.47250 0.00000 0.00000 8.1479 -2.6176 -0.9647
P -4.02180 0.01600 -0.16900 -5.6849 0.1265 -0.5529
F -4.83770 0.85570 -1.19780 -2.4996 4.6374 -0.7452
F -4.04740 -1.40320 0.47480 3.6418 -4.6260 0.8601
F -5.30240 -0.03160 0.71820 -4.2715 2.6283 1.4332
F -3.81910 -0.67860 -1.54940 2.8886 -4.4059 -2.5282
F -3.65200 1.35370 0.54020 -0.9721 4.2917 2.5480
H 0.00000 2.39190 0.00000 -0.0191 0.7082 0.0038

No. 2
6
Properties=species:S:1:pos:R:3:forces:R:3 method="wB97M-V/def2-TZVPD" total_energy_ha=-6004.90303 gap_ev=7.50 spin_multiplicity=1 fmax_ev_per_a=3.89 de_lowest_kcal_mol=28.03 lumo_energy_ev=-3.24
N 0.39542 -0.20788 -0.39839 -0.1356 0.1755 0.9370
P 1.88316 -0.20687 -0.67100 3.5176 0.8344 -1.4428
Cl 3.85116 0.99568 0.90629 -2.0824 -1.3553 -1.4663
Br 2.09581 1.05886 -2.39395 0.4995 0.0112 -0.1048
Br 2.96208 -2.11855 -1.25449 -0.4567 1.0917 0.7241
H 0.37305 -0.49954 0.55580 -1.3424 -0.7575 1.3527

No. 3
6
Properties=species:S:1:pos:R:3:forces:R:3 method="wB97M-V/def2-TZVPD" total_energy_ha=-212.53786 total_charge=+2 gap_ev="7.68 / 7.10" spin_multiplicity=3 fmax_ev_per_a=4.34 lumo_energy_ev="-13.44 / -17.16"
C 0.34573 0.64606 0.07816 2.2883 -2.1023 3.0327
H 1.13482 0.48340 0.81952 0.4525 1.7139 -0.1768
C 0.03352 0.09533 -1.00901 -2.1750 0.8862 -2.0866
H -0.58556 0.26860 -1.88473 0.2245 -0.7757 -0.7011
H -0.50600 0.13812 1.52507 -0.6766 -0.6915 -0.2193
Au -0.42252 -1.63152 0.47099 -0.1138 0.9694 0.1510

No. 4
13
Properties=species:S:1:pos:R:3:forces:R:3 method="wB97M-V/def2-TZVPD" total_energy_ha=-654.77442 gap_ev=10.61 spin_multiplicity=1 fmax_ev_per_a=4.38 de_lowest_kcal_mol=72.85 lumo_energy_ev=0.97
C -1.05372 0.16686 1.27002 -0.6791 0.3860 0.5646
C -1.37325 0.58194 0.07784 -2.5763 0.8608 -0.7770
C -0.52330 0.66413 -1.10455 1.2227 -2.0807 0.5853
Cl -3.04585 1.08922 -0.21037 0.0358 -0.1457 0.0362
H -1.72880 0.12607 2.10627 -0.1520 -0.0538 -0.0282
H -0.04190 -0.01010 1.41703 1.5802 -0.7685 0.4771
H -0.31164 -0.35664 -1.45448 -0.1229 0.3175 -0.1937
H -0.66098 1.30276 -1.91044 -1.5069 1.0946 -1.3103
H 0.37705 1.03277 -0.72795 2.0166 0.2867 0.5986
C 3.28400 0.87800 -0.00720 -2.5764 0.0040 3.5438
C 2.56144 0.87282 0.95010 -2.1729 0.1797 0.5621
H 3.91181 0.84997 -0.76023 2.7574 -0.0771 -3.1885
H 1.63412 0.90574 1.59816 2.1739 -0.0035 -0.8699